(1)
{
  "formula": "C6H8KLiO6",
  "method": "the ωB97M-V functional and the def2-TZVPD basis",
  "symbols": ["K", "O", "O", "O", "O", "O", "O", "C", "C", "C", "C", "C", "C", "Li", "H", "H", "H", "H", "H", "H", "H", "H"],
  "xyz": [[3.799, -2.766, -3.388], [-1.492, 1.953, -5.259], [2.285, 0.592, -1.708], [-0.756, 2.336, -2.113], [-2.558, 0.474, -4.016], [2.826, -0.360, -3.589], [-1.039, -0.188, -5.552], [-1.047, -1.503, -5.013], [-1.779, 0.772, -4.951], [1.056, 1.054, -1.178], [2.211, -0.491, -2.522], [-0.457, -1.623, -3.614], [0.154, 1.507, -2.303], [-2.184, 2.374, -3.407], [-0.155, -0.441, -3.306], [0.557, 0.240, -0.632], [-1.380, -1.898, -3.063], [-2.085, -1.865, -5.004], [-0.079, -2.429, -2.969], [-0.565, -2.132, -5.768], [1.279, 1.921, -0.539], [0.591, 1.414, -3.318]],
  "total_charge": 0,
  "mol_weight_g_mol": 222.2,
  "de_lowest_kj_mol": 239.9,
  "lumo_energy_ev": -1.0,
  "orbital_gap_ev": 5.610
}

---

(2)
{
  "formula": "C5H3CrO6",
  "method": "the ωB97M-V functional and the def2-TZVPD basis",
  "symbols": ["Cr", "O", "O", "O", "O", "O", "O", "C", "C", "C", "C", "C", "H", "H", "H"],
  "xyz": [[0.413, -0.085, -0.393], [-0.714, -2.365, 1.337], [-2.091, -0.448, -2.143], [2.723, -2.067, -1.936], [1.876, 0.934, 2.116], [-0.122, 2.886, -0.697], [-1.929, 0.566, 1.247], [-0.150, -1.640, 0.616], [1.946, -1.398, -1.392], [-0.156, 1.780, -0.358], [-1.089, -0.453, -1.565], [1.446, 0.425, 1.157], [-1.759, 0.198, 2.141], [-1.880, 1.530, 1.405], [1.486, 0.137, -1.534]],
  "total_charge": 2,
  "mol_weight_g_mol": 211.1,
  "de_lowest_kj_mol": 0.0,
  "lumo_energy_ev": [-10.4, -12.4],
  "orbital_gap_ev": [9.497, 7.770],
  "s2": 3.832,
  "spin_multiplicity": 4
}

---

(3)
{
  "formula": "C3H8N3",
  "method": "the ωB97M-V functional and the def2-TZVPD basis",
  "symbols": ["N", "N", "N", "C", "C", "C", "H", "H", "H", "H", "H", "H", "H", "H"],
  "xyz": [[0.539, 1.371, -0.661], [0.240, -1.818, 0.165], [-0.535, 0.401, -0.488], [-0.660, 0.198, 0.964], [-0.026, -1.206, 1.161], [-0.080, -0.954, -0.987], [0.771, -0.872, -1.577], [0.041, -1.593, 2.152], [0.945, 1.101, -1.541], [-0.076, 1.019, 1.475], [-1.729, 0.232, 1.269], [0.203, 2.267, -0.480], [-0.816, -1.373, -1.564], [1.182, 1.227, 0.114]],
  "total_charge": 1,
  "mol_weight_g_mol": 86.1,
  "de_lowest_kj_mol": 352.8,
  "lumo_energy_ev": -3.8,
  "smiles": "[NH3+]N1CC=NC1",
  "orbital_gap_ev": 11.117
}

---

(4)
{
  "formula": "C6H4F6N3O4PdS5",
  "method": "the ωB97M-V functional and the def2-TZVPD basis",
  "symbols": ["Pd", "S", "S", "S", "S", "S", "F", "F", "F", "F", "F", "F", "O", "O", "O", "O", "N", "N", "N", "C", "C", "C", "C", "C", "C", "H", "H", "H", "H"],
  "xyz": [[-0.117, -0.259, -0.110], [-2.306, 1.232, -1.008], [-2.575, -1.317, -0.583], [1.145, 1.383, 1.017], [1.736, 0.385, -1.509], [3.291, 2.615, -0.536], [-4.916, -2.247, 0.063], [-3.711, 2.331, -2.896], [-3.314, -3.702, -0.112], [-4.214, -2.860, -1.898], [-2.560, 3.687, -1.651], [-4.379, 2.786, -0.882], [-2.157, -1.237, 0.822], [-1.457, -1.760, -1.422], [-1.911, 1.557, 0.349], [-1.121, 1.094, -1.861], [0.669, -3.880, 1.294], [0.710, -1.892, 0.464], [-3.275, -0.018, -1.107], [0.214, -2.638, 1.440], [-3.333, 2.618, -1.665], [-3.875, -2.623, -0.649], [1.483, -2.700, -0.354], [1.465, -3.945, 0.169], [2.128, 1.532, -0.341], [-0.440, -2.302, 2.225], [1.952, -4.851, -0.145], [0.446, -4.652, 1.903], [2.002, -2.328, -1.217]],
  "total_charge": 1,
  "mol_weight_g_mol": 562.9,
  "lumo_energy_ev": [-6.6, -6.6],
  "orbital_gap_ev": [6.027, 6.033]
}

---

What is the formula in the third record? C3H8N3